No. 1
The following is a DFT calculation (ωB97M-V/def2-TZVPD) of BeH12O6 as an isolated structure at a distorted geometry.

Structure (XYZ):
```
19
Properties=species:S:1:pos:R:3:lowdin_charge:R:1
Be -0.184 -0.222 -0.445 0.154
O -0.696 -0.531 1.025 0.090
H -1.582 -0.452 1.386 0.142
H -0.176 -0.692 1.864 0.181
O 0.470 -1.611 -1.135 0.102
H -0.070 -2.426 -1.199 0.161
H 1.363 -2.000 -1.252 0.156
O -1.582 0.009 -1.347 0.150
H -2.415 0.187 -0.859 0.161
H -1.879 -0.596 -1.967 0.101
O 2.278 -0.863 1.124 -0.026
H 3.111 -0.457 0.864 0.074
H 2.323 -1.738 0.717 0.052
O 0.840 1.095 -0.613 0.118
H 0.930 1.655 0.168 0.127
H 1.676 1.102 -1.057 0.130
O -1.255 2.207 0.742 -0.006
H -2.098 2.598 0.503 0.081
H -1.053 2.735 1.481 0.053
```

## Properties
HOMO ... -19.5 eV
2S+1 ... 1
Total charge ... +2
ΔE to the lowest compared entry with this formula, charge and spin ... 44.0 kJ/mol

***

No. 2
The following is a DFT calculation (ωB97M-V/def2-TZVPD) of a 11-piece molecular cluster, C49H99NO21S10 overall at a distorted geometry.

Structure (XYZ):
```
180
Properties=species:S:1:pos:R:3:lowdin_spin:R:1
C 2.482 18.595 17.821 0.000
C 2.642 17.306 18.538 0.000
C 3.892 16.659 18.166 0.000
S 5.162 17.904 17.930 0.000
O 5.986 17.340 16.897 0.000
O 5.578 18.140 19.331 0.000
C 3.910 19.031 17.177 0.000
H 1.953 19.387 18.352 0.000
H 1.902 18.194 16.989 0.000
H 1.761 16.666 18.588 0.000
H 2.888 17.361 19.598 0.000
H 3.809 16.422 17.105 0.000
H 4.342 15.827 18.707 0.000
H 4.049 19.075 16.097 0.000
H 4.083 20.038 17.559 0.000
C -4.790 24.501 23.567 0.000
C -5.594 23.818 24.719 0.000
C -4.607 22.800 25.436 0.000
S -3.796 22.153 23.905 0.000
O -4.484 20.963 23.493 0.000
O -2.392 22.123 24.171 0.000
C -4.285 23.430 22.673 0.000
H -3.943 25.008 24.031 0.000
H -5.388 25.241 23.035 0.000
H -6.354 23.293 24.140 0.000
H -6.094 24.557 25.345 0.000
H -5.095 22.043 26.049 0.000
H -3.850 23.379 25.965 0.000
H -4.961 23.033 21.917 0.000
H -3.385 23.849 22.223 0.000
C -1.273 17.912 14.992 0.000
C -0.710 16.473 15.039 0.000
C -1.625 15.749 14.151 0.000
S -2.042 16.906 12.732 0.000
O -3.487 17.132 12.729 0.000
O -1.217 16.541 11.544 0.000
C -1.260 18.340 13.541 0.000
H -0.586 18.585 15.505 0.000
H -2.323 17.983 15.276 0.000
H -0.680 16.091 16.060 0.000
H 0.315 16.403 14.677 0.000
H -2.664 15.627 14.457 0.000
H -1.223 14.810 13.771 0.000
H -1.559 19.378 13.391 0.000
H -0.216 18.327 13.227 0.000
C 1.845 11.093 18.996 0.000
C 1.696 12.682 19.259 0.000
C 0.346 12.758 20.005 0.000
S 0.472 11.183 21.145 0.000
O -0.863 10.483 21.157 0.000
O 1.134 11.650 22.391 0.000
C 1.789 10.268 20.212 0.000
H 2.727 10.931 18.375 0.000
H 0.939 10.862 18.435 0.000
H 1.865 13.391 18.449 0.000
H 2.363 12.850 20.104 0.000
H -0.503 12.723 19.323 0.000
H 0.128 13.567 20.702 0.000
H 1.594 9.204 20.076 0.000
H 2.651 10.489 20.841 0.000
C 2.891 16.131 24.851 0.000
C 3.558 14.849 24.423 0.000
C 2.406 13.975 24.022 0.000
S 1.363 14.930 22.779 0.000
O -0.029 14.385 22.985 0.001
O 1.998 14.856 21.479 0.000
C 1.850 16.465 23.680 0.000
H 3.542 17.003 24.917 0.000
H 2.374 15.955 25.794 0.000
H 4.353 14.559 25.110 0.000
H 4.192 15.141 23.586 0.000
H 1.735 13.861 24.874 0.000
H 2.666 12.955 23.742 0.000
H 0.918 16.968 23.938 0.000
H 2.463 17.062 23.005 0.000
C -6.494 17.070 27.143 0.000
C -6.413 18.551 26.651 0.000
C -6.732 18.438 25.076 0.000
S -8.008 17.274 24.893 0.000
O -7.959 16.816 23.502 0.000
O -9.249 17.764 25.507 0.000
C -7.201 16.146 26.129 0.000
H -6.972 17.072 28.123 0.000
H -5.603 16.480 27.361 0.000
H -5.440 19.036 26.731 0.000
H -7.264 19.034 27.129 0.000
H -5.904 18.020 24.504 0.000
H -6.998 19.400 24.638 0.000
H -6.486 15.659 25.466 0.000
H -7.786 15.312 26.517 0.000
C -2.167 17.658 25.207 0.001
C -1.641 16.614 26.254 0.000
C -2.018 16.980 27.781 0.000
S -1.583 18.793 27.653 0.000
O -0.109 18.842 27.888 0.000
O -2.554 19.566 28.483 0.000
C -2.180 19.043 25.775 0.000
H -3.210 17.424 24.992 0.000
H -1.606 17.572 24.277 0.000
H -0.595 16.417 26.019 0.000
H -2.214 15.707 26.061 0.000
H -1.406 16.456 28.515 0.000
H -3.018 17.076 28.204 0.000
H -1.766 19.833 25.148 0.000
H -3.205 19.401 25.877 0.000
C -4.702 10.499 24.776 0.000
C -3.579 11.471 24.169 0.000
C -4.124 12.870 23.959 0.000
S -5.928 12.783 24.284 0.000
O -6.662 13.479 23.304 0.000
O -5.924 13.114 25.680 0.000
C -6.026 10.927 24.200 0.000
H -4.743 10.657 25.853 0.000
H -4.443 9.470 24.524 0.000
H -3.100 11.020 23.301 0.000
H -2.710 11.629 24.807 0.000
H -3.934 13.003 22.894 0.000
H -3.764 13.788 24.425 0.000
H -6.422 10.701 23.210 0.000
H -6.884 10.744 24.848 0.000
C 3.968 22.503 21.868 0.000
C 2.718 23.281 22.235 0.000
C 1.587 22.270 22.497 0.000
S 1.774 20.902 21.328 0.000
O 0.736 20.953 20.210 0.001
O 1.879 19.679 22.076 0.000
C 3.446 21.451 20.757 0.000
H 4.338 21.917 22.709 0.000
H 4.724 23.238 21.593 0.000
H 2.609 23.840 21.305 0.000
H 2.838 23.937 23.098 0.000
H 0.580 22.687 22.510 0.000
H 1.782 21.676 23.390 0.000
H 3.273 22.002 19.833 0.000
H 4.011 20.527 20.635 0.000
C -6.600 19.650 19.551 0.001
C -6.310 21.160 19.126 0.000
C -6.858 21.335 17.726 0.000
S -7.516 19.800 17.012 0.000
O -6.527 19.155 16.172 0.000
O -8.882 20.012 16.627 0.000
C -7.693 18.973 18.689 0.000
H -6.844 19.550 20.609 0.000
H -5.751 18.970 19.489 0.001
H -5.243 21.379 19.087 0.000
H -6.744 21.945 19.746 0.000
H -6.337 22.016 17.052 0.000
H -7.737 21.980 17.754 0.000
H -7.412 17.921 18.660 0.000
H -8.671 19.340 19.001 0.000
C -5.260 16.065 21.017 0.023
C -3.751 16.132 20.631 0.050
C -3.707 15.788 19.087 0.005
C -2.454 16.332 18.503 0.000
C -2.353 17.845 18.672 0.002
C -2.426 18.246 20.183 0.046
N -3.481 17.511 20.917 0.586
O -3.738 17.879 22.155 0.136
C -0.959 18.094 20.677 0.044
C -2.873 19.724 20.173 0.014
C -2.808 15.128 21.460 0.054
H -5.725 16.860 20.434 0.000
H -5.536 16.109 22.071 0.000
H -5.701 15.126 20.681 0.003
H -3.561 14.709 19.136 -0.001
H -4.624 15.977 18.529 0.000
H -2.518 15.958 17.481 0.000
H -1.576 15.933 19.013 0.000
H -3.122 18.286 18.038 0.000
H -1.561 18.376 18.142 0.000
H -0.941 18.100 21.766 0.001
H -0.423 17.208 20.336 0.001
H -0.433 18.993 20.356 0.004
H -2.737 20.064 21.200 0.000
H -2.248 20.198 19.416 0.001
H -3.928 19.830 19.921 0.000
H -1.737 15.164 21.260 0.001
H -3.024 14.109 21.142 0.004
H -3.109 15.230 22.503 0.001
H -4.323 18.614 21.955 0.016
```

## Properties
HOMO (spin up / spin down) ... -11.8 / -11.8 eV
<S²> ... 0.75
2S+1 ... 2
Total charge ... +1

***

No. 3
The following is a DFT calculation (ωB97M-V/def2-TZVPD) of an isolated ion of composition C8H14N3 and charge +1 at a distorted geometry.

Structure (XYZ):
```
25
Properties=species:S:1:pos:R:3:lowdin_charge:R:1
C 0.454 0.263 -0.328 -0.159
C -0.609 0.452 -1.364 -0.307
C 0.060 -1.646 -1.548 -0.121
C 1.408 -1.910 0.434 -0.119
C 0.486 -1.701 1.703 -0.032
C 0.187 0.654 1.111 -0.189
C -1.133 1.774 -1.817 -0.063
C -0.330 1.984 1.433 0.002
N 0.862 -1.130 -0.592 -0.085
N -0.685 -0.675 -2.117 0.097
N 0.397 -0.223 2.072 0.139
H 1.262 1.002 -0.807 0.208
H 2.498 -1.693 0.467 0.150
H 1.332 -2.968 0.244 0.126
H -0.551 -1.964 1.476 0.139
H 0.892 -2.215 2.524 0.107
H -0.053 -2.692 -1.939 0.155
H -1.657 2.181 -0.920 0.064
H -0.530 2.678 -2.160 0.103
H -1.877 1.591 -2.555 0.064
H -1.440 1.956 1.332 0.120
H 0.112 2.696 0.651 0.127
H -0.100 2.180 2.560 0.135
H -1.317 -0.626 -2.905 0.177
H 0.334 0.034 3.043 0.161
```

## Properties
HOMO (spin up / spin down) ... -9.1 / -9.3 eV
2S+1 ... 1
Total charge ... +1
ΔE to the lowest compared entry with this formula, charge and spin ... 443.4 kJ/mol

***

No. 4
The following is a DFT calculation (ωB97M-V/def2-TZVPD) of C15H45F6KN3O32P5S6 as an isolated structure at a distorted geometry.

Structure (XYZ):
```
113
Properties=species:S:1:pos:R:3:lowdin_spin:R:1
K 5.255 21.261 -10.154 0.000
N -0.876 20.678 -14.128 0.000
S -1.283 21.993 -14.597 0.000
O -1.769 22.174 -15.975 0.000
O -0.736 23.119 -13.842 0.000
F -2.821 21.936 -13.967 0.000
S 0.602 20.835 -14.908 0.000
O 1.560 21.700 -14.182 0.000
O 0.726 20.778 -16.365 0.000
F 1.237 19.381 -14.539 0.000
N 4.889 19.650 -12.146 0.000
S 6.290 18.733 -12.405 0.000
O 6.888 19.222 -13.609 0.000
O 6.350 17.303 -11.997 0.000
F 7.211 19.428 -11.271 0.000
S 3.888 18.733 -12.674 0.000
O 3.443 17.673 -11.783 0.000
O 3.835 18.726 -14.122 0.000
F 2.671 19.720 -12.278 0.000
N 9.802 21.982 -13.519 0.528
S 8.465 22.742 -14.458 -0.014
O 8.640 24.132 -14.808 0.045
O 7.058 22.336 -14.319 0.030
F 8.847 22.080 -15.875 -0.006
S 9.264 22.625 -12.306 -0.011
O 8.119 22.082 -11.646 0.174
O 9.727 23.989 -12.063 0.256
F 10.247 21.671 -11.344 -0.002
C 4.636 13.562 -4.664 0.000
O 5.109 14.337 -5.793 0.000
P 4.394 14.246 -7.172 0.000
O 2.900 14.388 -7.138 0.000
O 5.215 15.399 -8.065 0.000
C 4.935 15.695 -9.481 0.000
O 4.915 12.862 -7.819 0.000
C 4.407 12.454 -9.066 0.000
H 5.421 12.832 -4.463 0.000
H 3.695 13.098 -4.958 0.000
H 4.576 14.056 -3.694 0.000
H 5.403 16.647 -9.732 0.000
H 3.870 15.823 -9.674 0.000
H 5.289 14.995 -10.238 0.000
H 3.334 12.621 -9.166 0.000
H 4.702 11.405 -9.098 0.000
H 4.981 12.974 -9.833 0.000
C 8.348 19.118 -16.527 0.000
O 8.038 17.775 -16.469 0.000
P 8.702 16.763 -15.334 0.000
O 9.601 17.446 -14.374 0.000
O 7.410 16.106 -14.574 0.000
C 6.415 15.674 -15.377 0.000
O 9.353 15.533 -16.258 0.000
C 10.646 15.612 -16.694 0.000
H 7.496 19.758 -16.297 0.000
H 8.801 19.341 -17.493 0.000
H 9.177 19.391 -15.874 0.000
H 5.592 16.372 -15.223 0.000
H 6.157 14.707 -14.945 0.000
H 6.589 15.545 -16.445 0.000
H 10.680 15.137 -17.675 0.000
H 11.335 15.025 -16.086 0.000
H 11.032 16.605 -16.926 0.000
C 3.496 17.260 -21.471 0.000
O 4.648 17.950 -20.849 0.000
P 5.194 17.425 -19.420 0.000
O 5.260 15.922 -19.170 0.000
O 6.443 18.330 -19.042 0.000
C 7.606 18.201 -19.916 0.000
O 4.013 18.179 -18.530 0.000
C 3.306 17.618 -17.447 0.000
H 2.664 17.848 -21.859 0.000
H 3.059 16.465 -20.867 0.000
H 3.892 16.642 -22.278 0.000
H 8.121 17.245 -20.016 0.000
H 8.373 18.935 -19.673 0.000
H 7.195 18.356 -20.914 0.000
H 3.050 18.303 -16.638 0.000
H 4.025 16.988 -16.922 0.000
H 2.494 16.922 -17.659 0.000
C 4.124 14.194 -12.470 0.000
O 4.264 12.902 -13.089 0.000
P 3.156 12.078 -13.853 0.000
O 3.820 10.811 -14.267 0.000
O 2.061 11.846 -12.630 0.000
C 0.781 11.286 -12.927 0.000
O 2.450 13.068 -14.868 0.000
C 3.063 13.626 -16.045 0.000
H 5.067 14.664 -12.193 0.000
H 3.560 14.181 -11.538 0.000
H 3.778 14.970 -13.153 0.000
H 0.531 11.302 -13.988 0.000
H 0.132 11.809 -12.224 0.000
H 0.623 10.290 -12.514 0.000
H 2.352 14.364 -16.417 0.000
H 2.937 12.830 -16.779 0.000
H 4.098 13.967 -16.084 0.000
C 8.706 19.783 -5.935 0.000
O 9.074 20.835 -6.756 0.000
P 8.777 20.761 -8.347 0.000
O 7.324 20.521 -8.776 0.000
O 9.416 22.215 -8.826 0.000
C 9.255 23.366 -8.101 0.000
O 9.843 19.703 -8.943 0.000
C 9.286 18.415 -9.227 0.000
H 9.529 19.713 -5.224 0.000
H 8.442 18.850 -6.432 0.000
H 7.896 19.981 -5.234 0.000
H 8.571 23.358 -7.253 0.000
H 8.875 24.099 -8.812 0.000
H 10.221 23.714 -7.733 0.000
H 9.557 17.685 -8.464 0.000
H 9.739 18.063 -10.153 0.000
H 8.247 18.280 -9.529 0.000
```

## Properties
HOMO (spin up / spin down) ... -6.5 / -6.5 eV
<S²> ... 0.76
2S+1 ... 2
Total charge ... -1

***

Number 1: E_tot -12868.392 eV. Number 2: E_tot -205238.157 eV. Number 3: E_tot -12983.315 eV. Number 4: E_tot -230360.642 eV.